(1)
ORCA calculation (ωB97M-V with the def2-TZVPD basis set) on a 12-piece molecular cluster, C4H33N2O13 overall in a non-equilibrium geometry.

Last column: Löwdin charge in e.
Cartesian coordinates (Å):
1 N -1.9553 0.0804 0.4272  0.1538
2 C -2.3953 1.4824 0.8282  -0.1106
3 C -2.2193 2.3703 -0.3708  -0.2089
4 N -0.8702 2.2168 -0.9430  -0.0489
5 C 0.3235 3.0364 -0.4860  -0.0586
6 C 1.1501 2.0494 0.3046  -0.5540
7 O 2.0137 2.7275 1.0534  0.1092
8 O 1.1296 0.8501 0.2016  0.0654
9 H -2.5970 -0.4758 -0.2100  0.1207
10 H -1.0174 0.0788 -0.0169  0.0988
11 H -1.9387 -0.5876 1.2057  0.1035
12 H -1.8264 1.7853 1.7408  0.1091
13 H -3.4568 1.4436 1.1248  0.1380
14 H -2.4993 3.4031 -0.0844  0.1267
15 H -2.9643 2.3474 -1.1815  0.1307
16 H -0.9266 2.4509 -1.9517  0.1302
17 H 0.8836 3.3561 -1.3511  0.1296
18 H 0.0694 3.8435 0.2539  0.1491
19 H 2.6723 2.1307 1.4907  0.0956
20 H 2.1741 -4.4040 0.3653  0.0308
21 H 2.1036 -2.8662 0.0513  0.0137
22 O 2.1691 -3.7517 -0.3342  -0.0605
23 H -3.6995 -1.7248 -1.6411  0.0338
24 H -4.5403 -0.6295 -2.2660  0.0615
25 O -4.1401 -0.8768 -1.4181  -0.0740
26 H -0.9703 -2.9370 1.8008  0.0198
27 H -2.5184 -2.8570 2.0975  0.0580
28 O -1.7920 -2.4430 1.6317  -0.0518
29 H -2.6598 -3.4187 -3.4029  0.0447
30 H -1.6850 -2.1898 -3.2442  0.0088
31 O -2.5911 -2.4658 -3.4595  -0.0624
32 H 1.1523 -3.7641 2.6593  0.0623
33 H 1.4168 -2.2085 2.1702  -0.0177
34 O 0.9374 -3.0488 2.0659  -0.0696
35 H 4.4200 0.6949 2.2750  0.0673
36 H 5.1866 1.2784 1.2490  0.0778
37 O 4.2858 1.3594 1.5853  -0.0256
38 H 1.2068 -0.1747 2.8963  0.0728
39 H 2.0694 -0.1849 1.6055  0.0366
40 O 1.8577 -0.6949 2.4142  -0.0312
41 H 1.3235 1.0877 -1.8873  -0.0216
42 H 2.6615 0.6374 -2.4072  0.0366
43 O 2.0768 1.4341 -2.3782  -0.0671
44 H -0.0750 -0.7700 -2.0384  0.0417
45 H -0.3154 -2.0857 -1.2451  0.0644
46 O -0.7516 -1.4039 -1.7646  -0.0360
47 H 0.3303 2.7714 2.2442  -0.0022
48 H -0.0234 3.2572 3.6579  0.0612
49 O -0.1706 2.5401 3.0386  -0.0382
50 H 2.6787 -2.0214 -2.2311  0.0491
51 H 1.9986 -1.5022 -3.4979  0.0755
52 O 2.3079 -1.2267 -2.6273  -0.0377

Summary:
Charge: +1
Maximum force (eV/Å): 3.43
Energy relative to the best compared isomer or geometry (same formula, charge and spin) (eV): 2.086
HOMO energy (eV): -12.9
HOMO-LUMO gap (hartree): 0.38725


(2)
ORCA calculation (ωB97M-V with the def2-TZVPD basis set) on a 14-piece molecular cluster, C4H33NO15S overall in a non-equilibrium geometry.

Last column: Löwdin charge in e.
Cartesian coordinates (Å):
1 C 0.0546 -2.5154 -0.3539  -0.1311
2 N 0.2148 -1.2087 0.3963  -0.0610
3 C 0.7583 -0.1586 -0.4772  -0.2794
4 C 1.9733 0.6708 0.2675  -0.6360
5 S 3.2599 -0.2035 1.2321  0.3091
6 C -0.3208 0.9755 -0.7763  -0.5806
7 O -1.0140 1.4828 0.1292  -0.0292
8 O -0.3542 1.2342 -2.0267  -0.1326
9 H -0.6622 -2.3723 -1.1498  0.0537
10 H 0.9477 -2.8275 -0.9713  0.0411
11 H -0.3244 -3.3923 0.2717  0.0893
12 H 0.8274 -1.5038 1.1921  0.0498
13 H 1.2741 -0.2922 -1.4839  0.1280
14 H 1.5314 1.6259 0.8788  0.0655
15 H 2.5727 1.0948 -0.5590  0.0259
16 H 0.3530 2.6408 -3.9748  0.0507
17 H 0.9794 3.4368 -2.7588  -0.0464
18 O 1.1276 3.0111 -3.5209  -0.0162
19 H -1.6125 3.1625 -0.8310  0.0346
20 H -1.0279 2.9019 -2.2375  -0.0367
21 O -1.4967 3.5697 -1.7383  -0.0927
22 H 0.8055 1.4638 4.0066  0.0151
23 H -0.7524 1.6607 4.2683  -0.0112
24 O 0.0770 1.5693 4.6554  -0.0520
25 H 2.9893 -2.2322 -0.6856  -0.0595
26 H 3.3904 -2.7187 0.6682  -0.0072
27 O 3.0187 -3.0109 -0.2073  -0.1218
28 H -0.2208 3.1228 1.6992  0.0167
29 H -0.0917 3.5888 0.3354  0.0240
30 O 0.1001 3.9202 1.2467  -0.0845
31 H -2.8799 1.3407 -2.4125  -0.0241
32 H -1.9896 0.1421 -2.2723  0.0061
33 O -2.8413 0.4518 -2.4533  0.0098
34 H 1.1287 -2.0779 2.8748  -0.0786
35 H 1.0596 -1.3336 4.1010  0.0677
36 O 0.8965 -2.2500 3.7338  -0.0545
37 H -1.5890 -3.2888 2.4199  0.0437
38 H -2.5324 -3.6246 1.2666  -0.0148
39 O -1.9707 -4.0086 1.8682  -0.0387
40 H 0.7277 -3.1484 -2.9073  0.0799
41 H -0.3038 -4.1531 -2.1953  0.0067
42 O 0.5816 -4.0658 -2.5121  -0.0999
43 H -1.6505 -0.2304 1.6090  -0.1186
44 H -1.7929 -1.6934 1.7653  0.0293
45 O -2.1807 -0.7849 1.9889  -0.0142
46 H 1.5751 0.2748 -4.0596  0.0625
47 H 0.4306 0.1713 -3.2784  -0.0752
48 O 0.7140 -0.2286 -4.0679  -0.0792
49 H 2.5734 1.8272 2.7825  -0.0741
50 H 1.5561 3.0393 2.7009  0.1139
51 O 2.4374 2.6510 3.2837  -0.1769
52 H -3.5214 0.7578 -0.1397  0.0419
53 H -4.2582 0.6291 -1.3138  0.0832
54 O -4.5477 0.9069 -0.2777  -0.2215

Summary:
Charge: -2
Maximum force (eV/Å): 9.46
Energy relative to the best compared isomer or geometry (same formula, charge and spin) (eV): 6.550
HOMO energy (eV): -1.9
HOMO-LUMO gap (hartree): 0.24103


(3)
ORCA calculation (ωB97M-V with the def2-TZVPD basis set) on a 12-piece molecular cluster, C4H34N2O11 overall in a non-equilibrium geometry.

Last column: Löwdin charge in e.
Cartesian coordinates (Å):
1 C -2.0339 1.0843 4.0313  -0.1229
2 C -1.5734 1.4661 2.6114  -0.2400
3 C -0.3771 0.5188 2.1762  -0.3514
4 N 0.7853 1.3516 2.5425  0.0106
5 C -0.4356 0.1622 0.6491  -0.2300
6 N -1.5913 -0.6729 0.4153  0.0402
7 H -3.0414 1.5195 4.0741  0.0678
8 H -2.2583 0.0330 4.2618  0.0585
9 H -1.1153 1.1985 4.8197  0.1286
10 H -1.3581 2.5382 2.5927  0.0801
11 H -2.4213 1.4764 1.8656  0.1099
12 H -0.4454 -0.3155 2.8513  0.1242
13 H 0.8704 1.7510 3.4163  0.0377
14 H 1.6291 0.6244 2.5692  0.1449
15 H -0.3849 0.9930 -0.1720  0.1458
16 H 0.4458 -0.4939 0.5934  0.0711
17 H -1.5368 -1.4166 1.0094  0.0462
18 H -2.3673 -0.0775 0.6770  0.0719
19 O 2.6787 0.5892 -1.4988  0.0328
20 H 2.3754 1.3219 -1.0608  -0.0161
21 H 3.0869 0.0955 -0.8573  -0.0124
22 O -2.2319 -0.8024 -2.9127  -0.0285
23 H -1.7980 -0.2731 -3.5114  -0.0112
24 H -2.1778 -0.3280 -2.0624  0.0449
25 O 2.8054 -1.3720 0.7611  -0.0736
26 H 3.3199 -2.0711 1.0283  -0.0047
27 H 2.2877 -1.6466 -0.0829  0.0464
28 O 0.8061 -1.6568 -1.2365  -0.0686
29 H 0.6506 -0.8637 -1.7782  0.0525
30 H -0.0821 -2.0348 -1.2138  0.0285
31 O -0.0077 3.3652 0.6354  -0.1107
32 H -0.5800 3.9523 1.1487  0.0509
33 H 0.6229 2.8793 1.2907  0.0685
34 O 3.0540 1.4018 -4.1079  0.0203
35 H 2.4027 1.9428 -3.7663  -0.0393
36 H 3.0565 0.7071 -3.5417  -0.0447
37 O 1.4262 3.0646 -1.6915  -0.0436
38 H 1.1684 3.2820 -0.7753  0.0290
39 H 1.0843 3.7802 -2.1893  0.0534
40 O -2.7290 -3.0227 -1.5042  -0.1461
41 H -2.2907 -2.1245 -1.6676  -0.0107
42 H -3.4781 -2.8530 -2.2063  0.0996
43 O -0.8045 -4.4633 -0.0360  -0.0224
44 H -0.9705 -3.5807 -0.2937  -0.0270
45 H -0.7953 -5.1369 -0.7013  0.0552
46 O -0.0306 1.3700 -3.2103  -0.0825
47 H 0.5301 0.8578 -3.8682  0.0748
48 H 0.6601 1.8966 -2.7811  -0.0366
49 O 1.2628 -3.2857 1.2644  -0.0812
50 H 0.9058 -4.0846 0.9325  -0.0138
51 H 1.0012 -2.6471 0.5101  0.0235

Summary:
Maximum force (eV/Å): 6.46
SMILES: CC[C@H](N)CN.O.O.O.O.O.O.O.O.O.O.O
Energy relative to the best compared isomer or geometry (same formula, charge and spin) (eV): 3.577
HOMO energy (eV): -9.9
HOMO-LUMO gap (hartree): 0.37357


- Among the records above, which one has the lowest HOMO-LUMO gap?
  C4H33NO15S


- Number 2 is which compound?
  C4H33NO15S


- Among the records above, which one has the lowest maximum force?
  C4H33N2O13